{"formula": "C3H7NO2", "method": "ωB97M-V with the def2-TZVPD basis set", "total_charge": 0, "e_homo_ev": -10.51, "de_lowest_kcal_mol": 48.3, "max_force_ha_per_bohr": 0.023, "smiles": "CC#N.C=O.O", "species": ["O", "H", "C", "H", "N", "H", "H", "C", "O", "C", "H", "H", "H"], "positions_angstrom": [[1.721, -0.525, -1.013], [1.942, 0.848, 0.442], [1.631, -0.171, 0.138], [-1.893, 2.436, 0.502], [-1.671, -0.604, -0.293], [-0.450, 2.304, -0.534], [-0.359, 1.871, 1.195], [-0.992, 1.852, 0.302], [0.181, -2.865, -0.314], [-1.370, 0.479, -0.028], [-0.707, -2.516, -0.472], [1.226, -0.831, 0.924], [0.739, -2.281, -0.848]]}



{"formula": "C3H7NO2", "method": "ωB97M-V with the def2-TZVPD basis set", "total_charge": 0, "e_homo_ev": -10.62, "de_lowest_kcal_mol": 228.1, "max_force_ha_per_bohr": 0.322, "species": ["O", "H", "C", "N", "O", "C", "H", "C", "H", "H", "H", "H", "H"], "positions_angstrom": [[-3.044, -0.621, 0.230], [2.648, 0.966, 0.300], [1.660, -0.051, -0.098], [-2.057, 0.071, -0.036], [-2.240, 1.301, -0.149], [0.336, 0.391, 0.414], [2.068, -0.047, -0.868], [-0.734, -0.512, -0.221], [2.241, -1.036, 0.365], [0.519, 1.551, -0.258], [-0.885, -1.521, -0.158], [-0.646, -0.733, -1.229], [0.133, 0.242, 1.708]]}



{"formula": "C3H7NO2", "method": "ωB97M-V with the def2-TZVPD basis set", "total_charge": 0, "e_homo_ev": -7.06, "de_lowest_kcal_mol": 92.9, "max_force_ha_per_bohr": 0.012, "species": ["H", "O", "H", "C", "H", "H", "H", "O", "H", "H", "C", "C", "N"], "positions_angstrom": [[0.672, -2.722, 1.200], [0.539, -0.879, 0.369], [0.566, 2.113, 0.086], [-0.159, 0.252, 0.336], [-1.172, 1.694, -1.611], [1.489, 0.958, -0.649], [-1.002, -2.223, 0.783], [-1.209, 0.468, 0.873], [0.082, 0.804, -2.474], [-0.198, -1.517, 2.208], [-0.097, 1.698, -1.855], [-0.044, -1.902, 1.196], [0.533, 1.256, -0.461]]}